1.
C3FO2 | ωB97M-V/def2-TZVPD

```
6
Properties=species:S:1:pos:R:3:forces:R:3:lowdin_charge:R:1
F -1.578 1.404 -1.100 1.24 -1.13 -0.28 -0.221
O 0.092 0.163 1.497 -1.49 -0.20 1.56 -0.067
O 0.087 -1.892 0.256 -0.83 -1.88 -0.15 0.034
C 0.329 -0.754 0.439 0.85 0.37 0.14 -0.722
C 1.034 0.419 0.511 1.09 1.53 -1.84 -0.080
C -0.617 0.449 -1.433 -0.86 1.31 0.57 0.056
```
Forces are in eV/Å.

**Charge**: -1
**Relative energy (zero: lowest compared OMol25 entry of this formula, charge and spin)**: 6.102 eV
**DFT total energy**: -364.41569 Eh



2.
C4H12N2S | ωB97M-V/def2-TZVPD

```
19
Properties=species:S:1:pos:R:3:forces:R:3:lowdin_charge:R:1
S 0.654 1.235 1.816 0.10 -0.50 -0.13 0.475
N 2.181 -0.960 -2.162 -0.07 -0.10 0.06 0.125
N 1.815 -0.809 0.145 0.16 -0.61 -0.42 0.053
C -1.751 1.006 -0.409 0.49 -0.06 0.02 -0.145
C 1.807 -0.329 -1.038 -0.04 -0.06 0.04 -0.287
C -1.584 -0.089 0.639 -0.21 -0.17 0.01 -0.351
C -0.958 0.386 1.953 -0.29 0.45 -0.06 -0.632
H 2.114 -0.490 -3.039 -0.11 0.14 -0.26 0.098
H 2.257 -1.961 -2.185 0.18 -0.07 0.03 0.107
H -0.801 1.532 -0.529 -0.09 0.08 -0.02 0.023
H 1.351 -0.027 1.043 -0.32 0.97 0.49 -0.108
H -1.664 1.099 2.392 0.14 0.02 0.11 0.052
H -2.035 0.598 -1.380 -0.15 -0.03 0.01 0.063
H 2.118 -1.770 0.247 0.08 -0.09 0.06 0.105
H -2.495 1.740 -0.102 -0.06 0.04 0.02 0.072
H -0.869 -0.435 2.662 -0.04 -0.12 -0.06 0.049
H 1.455 0.691 -1.156 0.10 0.13 0.11 0.127
H -1.014 -0.931 0.235 0.07 0.08 -0.07 0.078
H -2.581 -0.486 0.866 0.07 -0.12 0.06 0.097
```
Forces are in eV/Å.

**Relative energy (zero: lowest compared OMol25 entry of this formula, charge and spin)**: 0.671 eV
**DFT total energy**: -667.27022 Eh